1.
Below is 2 unconnected molecules or ions with the total composition C29H43O4Si2 at a distorted geometry, with properties calculated with the ωB97M-V functional and the def2-TZVPD basis.

Computed properties:
E_LUMO (eV): -5.126
Frontier orbital gap (Eh): 0.1570
Net charge: +1
HOMO energy (eV): -9.40

Last column: Mulliken charge in e.
Geometry (Å):
1 H 2.57881 -0.43910 6.49674  0.443
2 H 4.39091 0.38500 3.45198  0.285
3 H -0.33249 -2.92395 5.14322  0.295
4 H 1.38887 2.93337 1.89395  0.243
5 H 0.03165 -1.46269 1.13565  0.148
6 H -3.36454 -2.76086 2.03436  0.376
7 H 1.46972 3.32796 4.65874  0.297
8 H 0.73114 2.01312 -1.75712  0.413
9 C -3.08546 -1.76920 2.41634  -1.135
10 C 2.11000 0.39348 -2.21570  0.733
11 H -0.66479 4.04722 0.87078  0.383
12 C -2.16753 1.63483 2.83456  -0.372
13 H 0.40456 2.24615 5.59458  0.295
14 C 4.55423 -1.03855 -1.96870  0.911
15 H 3.59333 -2.56136 -3.19459  0.402
16 H -5.45673 1.63620 -5.60775  0.433
17 Si 2.23271 0.95742 4.50990  0.142
18 H -5.30772 -2.75749 -6.53352  0.354
19 H 5.17574 -3.71537 -1.91831  0.361
20 H -0.67686 3.90907 2.63858  0.287
21 C -1.31718 -2.95130 4.65826  -1.000
22 H -1.52389 -3.98888 4.36139  0.362
23 C -0.72121 3.33641 1.70418  -0.779
24 H -2.88244 3.29505 1.67313  0.383
25 C 4.40693 0.24484 -1.38041  -0.753
26 C -2.04893 2.58345 1.65205  -0.713
27 C 2.28920 -0.89025 -2.80865  -0.704
28 H 6.91500 -3.28014 -1.99362  0.249
29 H 0.57536 1.99648 0.61016  -0.767
30 C 1.44738 2.44312 5.30987  -0.994
31 H 1.47644 -1.34552 -3.37423  0.405
32 C 0.29066 1.23717 2.57501  0.340
33 H -2.25007 2.23029 3.76470  0.213
34 C -4.42641 -0.21806 -5.97803  0.898
35 H 2.54341 -1.44142 5.02901  0.304
36 H -3.64951 2.56660 -4.16853  0.380
37 O 5.73311 -1.67964 -1.76022  -0.415
38 H -1.38274 -1.07859 -4.71556  0.371
39 C -4.54985 1.07382 -5.40270  -0.683
40 C -1.32866 1.36749 -3.49763  -0.435
41 O 1.40146 0.62150 3.06565  -0.213
42 H -3.82666 -1.47794 3.17461  0.313
43 H -3.06620 1.00917 2.73698  0.222
44 C 3.97359 1.27746 3.93739  -1.014
45 C -0.07541 0.77347 -3.33074  -0.565
46 C 0.46966 2.38668 1.64399  0.541
47 C -3.25159 -0.97588 -5.73505  -0.520
48 C 3.47768 -1.58813 -2.70695  -0.589
49 C 5.91242 -3.00345 -2.31754  -0.836
50 C -0.00098 -2.19771 1.95186  -0.825
51 H 4.61966 1.53992 4.78683  0.347
52 O -5.47039 -0.65831 -6.72549  -0.412
53 C 2.07181 -0.58662 5.53163  -0.889
54 O -1.03956 -0.31755 3.76250  -0.447
55 C -2.35991 0.83164 -4.33198  0.696
56 C 3.22313 0.93486 -1.50495  -0.364
57 H -6.34612 -2.08122 -7.83332  0.247
58 C -0.94906 0.79436 2.96039  0.356
59 H -3.14870 -1.05619 1.58298  0.309
60 Si -1.37923 -1.86303 3.15325  0.301
61 C -2.25877 -0.46202 -4.91956  -0.655
62 H -4.55974 -2.06199 -8.01557  0.347
63 H -0.15718 -3.19274 1.51265  0.472
64 H 0.97662 -2.18669 2.45362  0.195
65 H 3.13157 1.93765 -1.08378  0.390
66 H -3.14456 -1.96448 -6.18746  0.398
67 C -5.39723 -1.98060 -7.30718  -0.811
68 H 4.01005 2.10433 3.21559  0.286
69 H 2.00450 2.68572 6.22728  0.435
70 H 5.25793 0.65770 -0.84280  0.459
71 C -3.54701 1.57613 -4.60696  -0.568
72 H -2.10985 2.01348 0.71617  0.215
73 C 0.87533 1.10770 -2.35775  -0.369
74 H 5.85964 -2.98945 -3.41562  0.354
75 H -2.07299 -2.65282 5.39757  0.294
76 H -1.53114 2.31659 -2.99530  0.402
77 H 0.20401 0.00786 -4.06635  0.433
78 H 1.02108 -0.83559 5.73150  0.109


2.
Below is 6 unconnected molecules or ions with the total composition C29H44Br2ClF4IN6O18P at a distorted geometry, with properties calculated with the ωB97M-V functional and the def2-TZVPD basis.

Computed properties:
E_LUMO (eV): -4.904
Frontier orbital gap (Eh): 0.2538
Net charge: +1
HOMO energy (eV): -11.81

Last column: Mulliken charge in e.
Geometry (Å):
1 I -3.32804 -1.80176 -4.21084  0.291
2 O 6.97690 1.98018 -7.17248  -0.320
3 C 3.69170 -3.65652 6.94144  0.572
4 H 1.72533 1.17972 2.89831  0.294
5 C -2.15246 -2.89400 -0.07770  -0.749
6 H -3.28085 0.78680 -2.65873  0.152
7 H -0.34156 -4.56968 1.50940  0.155
8 H 2.19802 -1.87300 5.39977  0.065
9 H 5.41137 4.22999 6.01368  0.316
10 H -2.07481 -4.95579 1.95122  0.311
11 C 7.72696 8.36637 5.58418  -0.354
12 C -7.79786 -2.10275 -2.47155  0.583
13 H 8.35198 7.88131 6.33924  0.264
14 H 8.36119 8.96932 4.93403  0.303
15 C -6.83924 -1.26000 -1.46047  -1.362
16 C -0.19952 -2.22381 -2.44650  -0.474
17 H 4.38394 2.08250 6.30184  0.285
18 H -3.95456 1.76302 -1.27167  0.345
19 H -7.74088 -4.18637 -2.18756  0.250
20 C -4.19079 0.92322 -2.00532  -0.114
21 C 6.14077 2.90763 -7.71390  0.633
22 O 4.83702 2.57394 -7.51051  -0.333
23 C 1.60131 -1.83825 2.09844  0.536
24 Cl -3.83611 0.97744 1.86848  -0.200
25 H -7.83280 -2.90303 -4.31684  0.321
26 N -7.17912 -2.27710 -3.81331  -0.664
27 F 0.35363 0.28053 -5.86075  -0.259
28 O 3.14099 2.38637 4.69022  -0.263
29 H -7.02616 1.60562 -0.18463  0.383
30 H 2.98840 -3.56457 3.89747  0.114
31 C 3.90354 2.83553 3.65848  0.644
32 H -5.10846 2.42057 -3.32748  0.374
33 H -0.68282 -2.92430 -3.20787  0.406
34 O 5.70686 7.29254 5.61215  -0.230
35 H 2.97572 3.11392 6.63251  0.287
36 C 2.18965 0.29079 2.47733  -0.189
37 O 3.77870 2.47744 2.52268  -0.541
38 O 4.66667 8.75750 6.98297  -0.519
39 C 5.61954 8.44015 6.34022  0.585
40 C -4.51030 -0.37987 -1.07392  -0.606
41 H 2.62031 0.56597 0.37534  0.375
42 H 4.01843 1.12742 -6.26515  -0.032
43 O 1.86158 -1.30706 0.87534  -0.296
44 H 3.26135 0.32677 2.66923  0.216
45 O -3.28671 -0.85532 -0.57347  0.136
46 H -6.98889 -1.76745 -0.44453  0.568
47 C 2.77867 -3.90304 4.91003  -0.032
48 H 6.21029 1.43917 -5.34364  0.298
49 H 6.61413 7.75431 3.82541  0.262
50 C 1.37522 -0.63531 -5.51233  0.807
51 H -5.37553 -4.59695 -1.83951  0.362
52 H -8.40761 -3.32836 -0.87542  0.299
53 O 1.35849 -2.99718 2.29539  -0.556
54 P -5.36367 0.38447 0.50919  0.170
55 O 1.65298 -0.89266 3.06888  -0.210
56 H -7.16319 -1.39372 -4.33407  0.239
57 O 4.82304 3.73898 4.08017  -0.303
58 N -8.29253 -3.37906 -1.88976  -0.597
59 O -6.11960 1.85264 0.10552  -0.499
60 H 0.32714 -2.85293 -1.67022  0.214
61 F -5.61348 0.57129 -4.08160  -0.297
62 H 1.19317 -2.73916 -4.83713  0.300
63 C 3.73668 2.86340 5.89343  -0.344
64 H 3.90465 4.97734 5.44200  0.259
65 O 6.75806 9.17542 6.23992  -0.317
66 H 0.88578 0.50209 0.75873  0.147
67 H -1.42051 -0.30180 -2.40203  0.204
68 F 2.41598 -0.03314 -4.83124  -0.277
69 H -5.78984 -3.69320 -0.39880  0.294
70 C 6.88555 7.38751 4.81909  -0.298
71 O 4.43066 -3.79867 7.86723  -0.520
72 C 6.18030 1.10444 -6.38448  -0.372
73 N -3.41377 -2.59717 -2.32865  -0.309
74 H 0.91132 -3.07617 5.62982  0.271
75 C 4.50554 4.06441 5.43064  -0.319
76 O 3.98025 -4.02361 5.66380  -0.358
77 O 0.72831 -1.39903 -3.22558  -0.346
78 N -5.40339 -1.28983 -1.83179  1.500
79 C 4.81786 1.24872 -6.99563  0.094
80 N -5.33849 -3.70898 -1.32539  0.152
81 C -2.62840 -1.92473 -1.28596  1.034
82 N -9.03938 -1.26648 -2.70720  -0.653
83 H 4.65349 0.55066 -7.82162  0.252
84 O 6.50276 3.88522 -8.29218  -0.511
85 H -0.41097 -1.80840 -5.01204  -0.046
86 C -1.31049 -5.04208 1.12444  -0.898
87 C -5.38879 1.38558 -2.92703  -0.441
88 C -1.24790 -1.23476 -1.78992  0.354
89 H 6.55653 0.08243 -6.43846  0.306
90 H -6.38442 1.52013 -2.41504  0.195
91 C 0.64720 -1.75638 -4.61957  -0.221
92 H -7.29754 -0.21531 -1.47805  0.109
93 H 7.36560 6.41356 4.71788  0.299
94 H -1.06495 -6.10314 0.82523  0.382
95 H 2.29143 -4.88117 4.86376  0.221
96 C -4.80601 -2.59314 -1.80153  -0.699
97 H -9.71873 -1.57134 -1.99042  0.283
98 C -1.77126 -4.22683 -0.18008  0.044
99 O 2.45050 -3.10454 7.02732  -0.369
100 C 1.87264 0.11104 1.02473  -0.285
101 Br -1.73155 -5.20050 -1.86975  -0.142
102 Br -2.03946 -2.12781 1.76211  -0.130
103 H -0.76905 -0.86930 -0.81391  -0.351
104 C 1.98566 -2.90317 5.69708  0.017
105 F 1.77899 -1.20285 -6.72639  -0.252
106 H -9.40828 -1.54291 -3.62423  0.322


3.
Below is a molecular structure, C29H44BrClN2O3PS3Ta, with properties calculated with the ωB97M-V functional and the def2-TZVPD basis.

Computed properties:
E_LUMO (alpha / beta) (eV): -3.290 / -3.037
Frontier orbital gap (alpha / beta) (Eh): 0.2494 / 0.2633
Net charge: +1
HOMO energy (alpha / beta) (eV): -10.08 / -10.20
Multiplicity: 2

Last column: Löwdin spin population.
Geometry (Å):
1 H 0.54862 -7.01451 2.36281  0.000
2 H -2.79112 -0.25407 -4.35527  0.000
3 H 0.89341 0.67410 4.63618  0.000
4 H -3.28686 5.33354 -1.95249  0.000
5 S 0.40918 -3.53401 -1.71269  0.045
6 H -1.69423 5.87487 -1.41187  0.000
7 C 5.02709 1.18643 -1.02121  0.001
8 C -4.52108 1.22306 -2.83700  0.000
9 C -1.33341 1.01449 -0.71061  0.001
10 C 2.88570 0.45723 -1.90745  0.008
11 C 4.58807 2.49950 -1.03427  -0.001
12 H -4.97097 4.41415 -0.25842  0.000
13 C -0.10907 -1.63144 2.99197  0.006
14 H -2.62055 6.62683 1.48107  0.000
15 H -2.18666 5.09023 2.22550  0.000
16 H -0.63958 3.69819 1.25129  0.000
17 C -0.70148 1.83237 0.21371  0.000
18 H -3.83017 3.08659 -1.52071  0.000
19 H -5.02946 0.55986 -3.53738  0.000
20 C -0.49355 -0.82853 5.29337  0.000
21 C -2.74218 5.78238 -1.11996  0.000
22 N -0.93338 -1.23559 3.95981  0.001
23 H 3.10095 -5.99116 -3.53265  0.000
24 C -2.88506 4.94768 0.16091  0.000
25 H 1.43791 -6.36058 3.74343  0.000
26 H 1.49942 2.04947 -2.30343  0.000
27 C 3.37572 -4.94277 -3.42240  0.001
28 Cl 5.63698 3.76413 -0.47274  0.000
29 C -4.36850 4.84362 0.54256  0.000
30 N 1.19673 -1.66112 3.23318  0.001
31 C 1.93245 -0.62221 -2.31858  0.016
32 C 3.32345 2.81540 -1.50500  0.000
33 H 2.45098 -1.46597 -2.78068  0.003
34 O 1.15285 -4.96809 0.72315  0.003
35 H 1.96248 -2.14459 5.13039  0.000
36 H 1.23743 -0.22899 -3.06953  0.003
37 C 3.87517 -4.66569 -2.02798  0.000
38 H -4.32734 -1.28466 -2.41453  0.000
39 H -1.34325 -0.01578 -3.37714  0.000
40 H -3.93062 -0.72993 -0.78700  0.000
41 C -2.31197 0.41215 -3.63421  0.000
42 O -0.74622 -0.18073 -0.98640  0.008
43 H 1.29625 -0.04669 6.19538  0.000
44 C 4.18023 0.18008 -1.46398  0.000
45 H 2.78573 -0.83579 4.28342  0.000
46 H -5.19236 1.39440 -1.99251  0.000
47 H 3.00075 3.84768 -1.53668  0.000
48 H 2.35175 -4.53280 2.35869  0.000
49 H -4.35508 2.17286 -3.34984  0.000
50 H -1.19441 -0.08391 5.66480  0.000
51 C 0.91122 -0.26080 5.19985  0.000
52 H -4.50140 4.22890 1.43509  0.000
53 C 1.90633 -5.41222 1.89068  0.001
54 C -3.20898 0.57069 -2.39610  0.000
55 P 1.81193 -4.10701 -0.40228  0.012
56 Br 0.90100 1.18217 1.01467  0.014
57 C 1.80844 -1.26488 4.50018  0.000
58 H 6.02875 0.95973 -0.68061  0.000
59 O 2.88727 -5.06266 -1.02435  0.001
60 H 2.51558 -4.32247 -3.67094  0.001
61 H 4.53867 -0.84271 -1.46953  0.000
62 C -1.16973 3.09234 0.53111  0.001
63 C -2.14876 5.66145 1.29475  0.000
64 H -2.14502 1.37486 -4.12045  0.000
65 H 2.69999 -6.07535 1.54816  0.000
66 H 4.11758 -3.61391 -1.87041  0.000
67 C -3.55224 -0.81415 -1.80782  0.000
68 H 1.77022 -2.04777 2.49632  0.001
69 H -1.10301 5.85416 1.04433  0.000
70 C -2.94137 2.71724 -1.02838  0.000
71 S -0.78811 -2.11646 1.48867  0.013
72 H 0.09679 -5.44043 3.03769  0.000
73 Ta 0.69903 -1.29731 -0.62304  0.855
74 S 2.75962 -2.44784 0.32485  0.005
75 H 4.17288 -4.72075 -4.13278  0.000
76 H -3.14185 6.78585 -0.96011  0.000
77 H -0.52123 -1.68303 5.97360  0.000
78 H -1.91035 -1.20250 3.71846  0.000
79 H 4.74895 -5.26393 -1.78405  0.000
80 C 2.48817 1.79750 -1.93161  0.000
81 H -2.69668 -1.48450 -1.79677  0.000
82 C 0.93377 -6.10073 2.81174  0.000
83 C -2.31693 3.55269 -0.09948  -0.001
84 H -4.76573 5.83812 0.75311  0.000
85 C -2.49556 1.44400 -1.36158  -0.001